The molecule C4H4N2OS, computed with wB97M-V/def2-TZVPD.

Positions of all 12 atoms, in Å:
C (1.413, -1.716, 0.613)
C (0.600, -0.686, -0.182)
C (0.641, -0.638, -1.518)
N (0.143, 0.449, -2.214)
N (-0.428, 1.398, -1.698)
O (-0.611, 1.354, -0.215)
C (-0.372, 0.228, 0.474)
S (-0.794, 0.020, 2.032)
H (1.844, -1.241, 1.472)
H (2.226, -2.087, -0.039)
H (0.695, -2.472, 0.967)
H (1.119, -1.408, -2.120)

## Properties
Orbital gap, eV: 8.10
SMILES string: Cc1cnnoc1=S

---

The molecule C5H12N2, computed with wB97M-V/def2-TZVPD.

Positions of all 19 atoms, in Å:
H (-1.943, -0.497, -3.288)
N (-1.258, -1.227, -3.105)
C (-0.759, -1.007, -1.939)
N (-1.141, 0.001, -1.116)
C (-0.524, 1.163, -0.274)
C (0.872, 0.526, 0.045)
C (0.883, -0.618, 1.081)
C (0.608, -0.044, 2.505)
H (0.241, -1.435, -1.725)
H (-1.913, 0.540, -1.515)
H (-0.493, 2.093, -0.882)
H (-1.224, 1.280, 0.569)
H (1.536, 1.367, 0.203)
H (1.393, 0.113, -0.813)
H (1.820, -1.158, 0.986)
H (0.173, -1.385, 0.750)
H (-0.394, -0.359, 2.900)
H (0.871, 0.992, 2.305)
H (1.253, -0.342, 3.313)

## Properties
Orbital gap, eV: 9.71
SMILES string: [H]/N=C\NCCCC

---

The molecule C10H16N4O2S2, computed with wB97M-V/def2-TZVPD.

Positions of all 34 atoms, in Å:
C (6.312, -1.191, 1.488)
C (5.663, -0.034, 0.739)
C (4.149, -0.202, 0.644)
C (3.504, 0.962, -0.108)
N (2.071, 0.800, -0.216)
C (1.442, 0.631, -1.393)
O (1.998, 0.609, -2.467)
C (-0.067, 0.436, -1.277)
S (-0.813, 1.649, -0.135)
C (-2.426, 1.036, -0.116)
N (-2.823, -0.018, -0.739)
N (-4.110, -0.290, -0.574)
C (-4.738, 0.544, 0.178)
N (-6.051, 0.515, 0.517)
C (-7.048, -0.383, 0.145)
C (-6.633, -1.489, -0.767)
O (-8.159, -0.208, 0.577)
S (-3.696, 1.848, 0.799)
H (7.389, -1.053, 1.545)
H (6.113, -2.133, 0.982)
H (5.921, -1.258, 2.501)
H (6.081, 0.027, -0.268)
H (5.891, 0.904, 1.250)
H (3.917, -1.133, 0.124)
H (3.726, -0.263, 1.650)
H (3.722, 1.906, 0.403)
H (3.888, 1.014, -1.128)
H (1.539, 0.795, 0.641)
H (-0.298, -0.558, -0.894)
H (-0.526, 0.557, -2.257)
H (-6.374, 1.255, 1.131)
H (-7.496, -2.112, -0.985)
H (-6.222, -1.080, -1.687)
H (-5.849, -2.082, -0.301)

## Properties
Orbital gap, eV: 9.11
SMILES string: CCCCNC(=O)CSc1nnc(NC(C)=O)s1

---

A cluster of 8 separate species, C23H48N2O8P in total, computed with wB97M-V/def2-TZVPD.

Positions of all 82 atoms, in Å:
N (-3.457, 3.966, 1.483)
C (-3.237, 5.195, 1.689)
C (-3.975, 6.391, 1.157)
N (-4.845, 6.956, 2.167)
P (-6.350, 6.451, 2.124)
O (-6.779, 5.013, 2.120)
H (-4.281, 3.871, 0.879)
H (-2.425, 5.441, 2.385)
H (-4.481, 6.080, 0.223)
H (-3.216, 7.137, 0.865)
H (-6.954, 7.181, 3.171)
H (-7.000, 7.061, 0.996)
C (-1.900, 1.979, -0.754)
C (-0.593, 2.659, -1.060)
O (-0.533, 3.817, -1.410)
C (0.660, 1.848, -0.836)
H (-2.715, 2.693, -0.830)
H (-2.063, 1.147, -1.443)
H (-1.880, 1.589, 0.265)
H (0.697, 0.967, -1.476)
H (0.686, 1.506, 0.201)
H (1.529, 2.476, -1.024)
C (-0.510, -2.680, -0.634)
C (0.754, -1.909, -0.340)
O (1.418, -1.420, -1.227)
C (1.147, -1.792, 1.108)
H (-0.684, -2.706, -1.708)
H (-0.415, -3.703, -0.263)
H (-1.364, -2.213, -0.139)
H (1.291, -2.791, 1.524)
H (0.356, -1.292, 1.670)
H (2.066, -1.219, 1.203)
C (2.052, -4.869, -2.665)
C (1.155, -6.056, -2.417)
O (-0.036, -5.931, -2.248)
C (1.819, -7.413, -2.390)
H (1.467, -3.952, -2.658)
H (2.818, -4.811, -1.889)
H (2.554, -4.975, -3.629)
H (2.582, -7.438, -1.610)
H (2.319, -7.602, -3.342)
H (1.076, -8.184, -2.205)
C (4.838, 1.110, 1.615)
C (3.542, 1.883, 1.661)
O (2.480, 1.345, 1.874)
C (3.606, 3.371, 1.420)
H (4.650, 0.056, 1.802)
H (5.305, 1.231, 0.636)
H (5.532, 1.500, 2.362)
H (4.089, 3.589, 0.465)
H (4.184, 3.869, 2.201)
H (2.596, 3.771, 1.404)
C (0.648, -5.832, 2.948)
C (1.962, -5.166, 3.285)
O (2.682, -4.712, 2.427)
C (2.321, -5.084, 4.749)
H (0.496, -5.829, 1.871)
H (0.643, -6.859, 3.317)
H (-0.174, -5.304, 3.435)
H (2.372, -6.086, 5.179)
H (1.550, -4.534, 5.291)
H (3.278, -4.584, 4.866)
C (0.045, 5.844, 2.631)
C (0.545, 6.075, 1.224)
O (1.670, 6.480, 1.009)
C (-0.425, 5.772, 0.114)
H (0.824, 6.095, 3.349)
H (-0.841, 6.454, 2.816)
H (-0.251, 4.800, 2.751)
H (-1.324, 6.382, 0.224)
H (-0.743, 4.729, 0.158)
H (0.037, 5.961, -0.851)
C (-0.776, -2.596, -5.950)
C (-1.996, -3.109, -5.217)
O (-2.951, -2.400, -5.004)
C (-1.950, -4.547, -4.761)
H (-0.923, -1.555, -6.226)
H (0.106, -2.685, -5.313)
H (-0.599, -3.195, -6.846)
H (-1.101, -4.707, -4.094)
H (-1.834, -5.210, -5.620)
H (-2.867, -4.791, -4.231)

## Properties
Charge: -1
Orbital gap, eV: 5.50

---

A cluster of 2 separate species, C2H10N3 in total, computed with wB97M-V/def2-TZVPD.

Positions of all 15 atoms, in Å:
C (1.480, -0.464, 1.045)
N (2.668, -0.141, 1.361)
H (0.944, -1.161, 1.678)
H (0.966, -0.003, 0.206)
H (3.186, 0.515, 0.786)
H (3.128, -0.476, 2.200)
N (-0.689, 1.109, -0.251)
C (-1.735, 0.047, -0.392)
N (-1.694, -0.683, -1.630)
H (-0.333, 1.297, -1.187)
H (-1.126, 1.980, 0.027)
H (-1.602, -0.667, 0.422)
H (-2.719, 0.499, -0.290)
H (-1.982, -0.105, -2.414)
H (-0.770, -1.039, -1.838)

## Properties
Charge: +1
Orbital gap, eV: 7.72

---

The ion C11H24N3O with charge +1, computed with wB97M-V/def2-TZVPD.

Positions of all 39 atoms, in Å:
C (0.852, -3.291, 0.125)
O (-0.490, -3.082, -0.305)
C (-0.861, -1.693, -0.195)
C (-2.431, -1.668, -0.383)
C (-2.944, -0.374, -1.113)
C (-3.282, 0.831, -0.161)
C (-2.183, 1.127, 0.925)
C (-0.817, 1.604, 0.259)
C (0.388, 1.366, 1.223)
N (1.737, 1.581, 0.625)
C (2.836, 0.813, 1.288)
C (3.821, 0.403, 0.106)
N (2.788, 0.084, -0.924)
C (1.910, 1.230, -0.732)
N (1.424, 1.828, -1.809)
H (0.896, -4.230, 0.729)
H (1.267, -2.458, 0.747)
H (1.529, -3.422, -0.756)
H (-0.569, -1.360, 0.836)
H (-0.326, -1.137, -1.008)
H (-2.937, -1.885, 0.583)
H (-2.645, -2.527, -1.073)
H (-2.160, -0.035, -1.834)
H (-3.862, -0.587, -1.710)
H (-4.296, 0.761, 0.308)
H (-3.331, 1.747, -0.814)
H (-2.551, 2.017, 1.503)
H (-2.041, 0.306, 1.664)
H (-0.754, 1.072, -0.715)
H (-0.951, 2.697, 0.066)
H (0.287, 2.124, 2.045)
H (0.349, 0.358, 1.703)
H (2.476, -0.070, 1.867)
H (3.449, 1.505, 1.910)
H (4.567, -0.387, 0.317)
H (4.235, 1.392, -0.198)
H (2.181, -0.710, -0.672)
H (1.098, 1.230, -2.564)
H (1.342, 2.838, -1.863)

## Properties
Charge: +1
Orbital gap, eV: 8.35
SMILES string: COCCCCCCCN1CCNC1=[NH2+]

---

Question: What is the formula in the third record?
Answer: C10H16N4O2S2

---

Question: What is the formula in the third record?
Answer: C10H16N4O2S2

---

Question: What is the formula in the sixth record?
Answer: C11H24N3O